[1]
The following is a DFT calculation (the ωB97M-V functional and the def2-TZVPD basis) of a cluster of 2 separate species, C4H10NO in total at a distorted geometry.

The total energy is -7845.7858 eV. The charge is -1. The calculation puts the HOMO energy at -2.3514 eV. The calculation puts the LUMO energy at 4.371 eV. The spin multiplicity is 1. As for the relative energy (zero: lowest compared OMol25 entry of this formula, charge and spin): 1.751 eV.

Geometry as XYZ:
```
16
C4H10NO (the ωB97M-V functional and the def2-TZVPD basis)
C -0.53 -0.45 0.12
O -1.05 0.30 1.13
C -0.42 -1.92 0.65
N 0.29 -2.67 -0.41
H -1.16 -0.48 -0.85
H 0.46 -0.10 -0.25
H 0.11 -1.82 1.63
H -1.44 -2.32 0.86
H 1.24 -2.38 -0.48
H 0.27 -3.68 -0.32
C -0.11 2.52 0.11
C 0.87 2.73 -0.83
H 0.12 2.33 1.15
H -1.15 2.36 -0.15
H 1.92 2.73 -0.46
H 0.57 2.84 -1.89
```

=====

[2]
The following is a DFT calculation (the ωB97M-V functional and the def2-TZVPD basis) of the ion C4H10NO with charge -1 at a distorted geometry.

The total energy is -7846.8444 eV. The charge is -1. The calculation puts the HOMO energy at -2.2559 eV. The calculation puts the LUMO energy at 4.332 eV. The SMILES is C[C@H](N)CC[O-]. The spin multiplicity is 1. As for the relative energy (zero: lowest compared OMol25 entry of this formula, charge and spin): 0.692 eV.

Geometry as XYZ:
```
16
C4H10NO (the ωB97M-V functional and the def2-TZVPD basis)
C -0.16 -0.99 -1.25
C -0.28 -0.70 0.28
N -1.71 -0.97 0.75
C -0.05 0.80 0.53
C 1.48 1.19 0.42
O 2.14 0.78 -0.66
H 0.89 -1.08 -1.53
H -0.79 -1.78 -1.67
H -0.39 -0.01 -1.66
H 0.42 -1.32 0.84
H -2.17 -0.08 0.58
H -2.03 -1.69 0.11
H -0.50 1.47 -0.20
H -0.33 1.14 1.54
H 1.47 2.34 0.53
H 1.99 0.91 1.39
```

=====

[3]
The following is a DFT calculation (the ωB97M-V functional and the def2-TZVPD basis) of the ion C4H10NO with charge -1 at a distorted geometry.

The total energy is -7844.9515 eV. The charge is -1. The calculation puts the HOMO energy at -2.1429 eV. The calculation puts the LUMO energy at 4.002 eV. The SMILES is CN[C@@H](C)C[O-]. The spin multiplicity is 1. As for the relative energy (zero: lowest compared OMol25 entry of this formula, charge and spin): 2.585 eV.

Geometry as XYZ:
```
16
C4H10NO (the ωB97M-V functional and the def2-TZVPD basis)
C -0.39 0.14 -2.12
N 0.07 -0.68 -1.00
C 0.17 0.15 0.33
C -1.14 0.50 1.05
C 1.21 -0.43 1.22
O 1.39 0.33 2.35
H -1.47 0.44 -2.03
H -0.05 -0.37 -2.98
H 0.19 1.13 -2.07
H 0.52 -1.58 -0.57
H 0.75 1.02 -0.10
H -0.97 1.30 1.81
H -1.93 0.73 0.33
H -1.40 -0.53 1.44
H 0.84 -1.53 1.63
H 2.21 -0.61 0.71
```

=====

[4]
The following is a DFT calculation (the ωB97M-V functional and the def2-TZVPD basis) of the ion C4H10NO with charge +1 at a distorted geometry.

The total energy is -7840.1687 eV. The charge is +1. The calculation puts the HOMO energy at -13.3044 eV. The calculation puts the LUMO energy at -3.965 eV. The SMILES is [NH3+]CCCC=O. The spin multiplicity is 1. As for the relative energy (zero: lowest compared OMol25 entry of this formula, charge and spin): 1.148 eV.

Geometry as XYZ:
```
16
C4H10NO (the ωB97M-V functional and the def2-TZVPD basis)
N -0.72 -0.36 1.91
C -1.32 -0.08 0.53
C -0.29 -0.44 -0.53
C 0.83 0.60 -0.68
C 1.79 0.14 -1.80
O 2.97 0.23 -1.63
H 0.02 0.32 2.11
H -0.35 -1.30 2.12
H -1.49 -0.20 2.55
H -1.43 1.03 0.45
H -2.32 -0.53 0.43
H 0.06 -1.46 -0.36
H -0.77 -0.42 -1.51
H 0.35 1.50 -1.05
H 1.37 0.90 0.22
H 1.31 0.07 -2.77
```

=====

[5]
The following is a DFT calculation (the ωB97M-V functional and the def2-TZVPD basis) of a cluster of 2 separate species, C4H10NO in total at a distorted geometry.

The total energy is -7838.1833 eV. The charge is +1. The calculation puts the HOMO energy at -14.0725 eV. The calculation puts the LUMO energy at -4.569 eV. The spin multiplicity is 1. As for the relative energy (zero: lowest compared OMol25 entry of this formula, charge and spin): 3.134 eV.

Geometry as XYZ:
```
16
C4H10NO (the ωB97M-V functional and the def2-TZVPD basis)
C -0.40 0.24 -2.16
C 0.24 0.62 -0.95
C 0.20 1.40 1.41
C 0.09 -2.02 0.43
N -0.29 0.78 0.18
O 0.59 -2.14 -0.58
H -0.11 1.13 -2.82
H -1.34 -0.01 -1.89
H 1.26 1.07 -1.00
H -0.22 1.02 2.34
H 1.38 1.29 1.77
H 0.15 2.50 1.27
H -1.06 -1.90 0.56
H 0.62 -2.23 1.37
H -1.23 0.64 0.40
H 0.16 -0.55 -2.54
```

=====

[6]
The following is a DFT calculation (the ωB97M-V functional and the def2-TZVPD basis) of a cluster of 2 separate species, C4H10NO in total at a distorted geometry.

The total energy is -7835.1964 eV. The charge is +1. The calculation puts the HOMO energy (spin up / spin down) at -14.1886 / -14.6485 eV. The calculation puts the LUMO energy (spin up / spin down) at -4.831 / -5.096 eV. The spin multiplicity is 1. As for the relative energy (zero: lowest compared OMol25 entry of this formula, charge and spin): 6.121 eV.

Geometry as XYZ:
```
16
C4H10NO (the ωB97M-V functional and the def2-TZVPD basis)
C 1.07 0.00 -0.52
C -0.19 0.13 0.17
C -1.31 1.05 -0.26
C -0.80 -1.17 0.58
N 1.16 0.59 0.84
O 1.42 0.59 -1.65
H 1.50 -2.08 -0.38
H -2.13 0.73 0.22
H -1.61 0.90 -1.27
H -1.18 2.16 -0.30
H -1.55 -1.13 1.46
H -0.15 -2.04 0.90
H -1.28 -1.70 -0.29
H 1.44 -0.07 1.56
H 1.27 1.59 0.83
H 2.34 0.44 -1.90
```

=====

[7]
The following is a DFT calculation (the ωB97M-V functional and the def2-TZVPD basis) of a cluster of 4 separate species, C4H10NO in total at a distorted geometry.

The total energy is -7836.8094 eV. The charge is +1. The calculation puts the HOMO energy at -14.0220 eV. The calculation puts the LUMO energy at -4.487 eV. The spin multiplicity is 1. As for the relative energy (zero: lowest compared OMol25 entry of this formula, charge and spin): 4.508 eV.

Geometry as XYZ:
```
16
C4H10NO (the ωB97M-V functional and the def2-TZVPD basis)
C 0.60 0.01 0.56
C 1.87 -0.03 1.33
C 0.60 -0.77 -1.70
C -2.66 0.97 -1.48
N 0.61 -0.26 -0.63
O -1.91 0.20 -1.00
H -0.33 0.39 1.11
H 2.49 -0.65 0.66
H 1.99 -0.52 2.25
H 2.31 0.96 1.28
H 0.45 -1.84 -1.84
H 0.02 -0.31 3.03
H 0.62 -0.28 -2.69
H -2.99 0.77 -2.53
H -2.98 1.98 -1.06
H -0.69 -0.62 2.72
```

=====

[8]
The following is a DFT calculation (the ωB97M-V functional and the def2-TZVPD basis) of a cluster of 2 separate species, C4H10NO2 in total at a distorted geometry.

The total energy is -9896.3170 eV. The charge is -1. The calculation puts the HOMO energy at -3.8289 eV. The calculation puts the LUMO energy at 4.122 eV. The spin multiplicity is 1. As for the relative energy (zero: lowest compared OMol25 entry of this formula, charge and spin): 1.129 eV.

Geometry as XYZ:
```
17
C4H10NO2 (the ωB97M-V functional and the def2-TZVPD basis)
C 0.03 1.49 -1.51
O 0.34 0.12 -1.37
C -1.00 1.97 -0.49
H -0.30 1.63 -2.55
H 0.98 2.02 -1.38
H -1.13 3.05 -0.63
H -0.64 1.73 0.50
H -1.95 1.48 -0.68
C -0.18 -2.33 0.56
C 0.53 -1.40 1.56
N 1.25 -0.41 0.99
O 0.36 -1.57 2.78
H 0.62 -2.83 0.03
H -0.74 -1.74 -0.17
H -0.82 -3.03 1.09
H 0.74 -0.08 -0.40
H 1.91 -0.10 1.69
```

=====

[9]
The following is a DFT calculation (the ωB97M-V functional and the def2-TZVPD basis) of a cluster of 2 separate species, C4H10NO2 in total at a distorted geometry.

The total energy is -9895.5636 eV. The charge is -1. The calculation puts the HOMO energy at -4.0606 eV. The calculation puts the LUMO energy at 3.975 eV. The spin multiplicity is 1. As for the relative energy (zero: lowest compared OMol25 entry of this formula, charge and spin): 1.882 eV.

Geometry as XYZ:
```
17
C4H10NO2 (the ωB97M-V functional and the def2-TZVPD basis)
C 0.27 1.08 -0.33
N 0.43 -0.28 -0.72
C -0.71 -1.06 -0.19
C 0.63 -0.52 -2.14
H 0.43 1.25 0.76
H -0.79 1.48 -0.42
H 0.95 1.72 -0.92
H -0.50 -2.13 -0.31
H -0.87 -0.88 0.85
H -1.60 -0.93 -0.87
H 1.00 -1.57 -2.25
H 1.44 0.17 -2.52
H -0.28 -0.44 -2.75
O -0.96 1.19 2.22
C -0.08 0.56 2.94
O 0.75 -0.29 2.55
H -0.12 0.66 4.08
```

=====

[10]
The following is a DFT calculation (the ωB97M-V functional and the def2-TZVPD basis) of the ion C4H10NO2 with charge -1 at a distorted geometry.

The total energy is -9893.7291 eV. The charge is -1. The calculation puts the HOMO energy at -2.3088 eV. The calculation puts the LUMO energy at 3.991 eV. The SMILES is CN[C@H](C[O-])CO. The spin multiplicity is 1. As for the relative energy (zero: lowest compared OMol25 entry of this formula, charge and spin): 3.717 eV.

Geometry as XYZ:
```
17
C4H10NO2 (the ωB97M-V functional and the def2-TZVPD basis)
C 1.21 -0.42 -1.48
N 0.36 0.72 -1.14
C -0.46 0.59 0.06
C 0.59 0.35 1.38
O 1.10 1.49 1.79
C -1.43 -0.55 0.01
O -2.41 -0.41 1.03
H 0.74 -1.39 -1.59
H 1.54 -0.22 -2.51
H 2.16 -0.47 -0.94
H 0.98 1.51 -1.09
H -0.69 1.57 0.46
H -0.11 -0.17 2.13
H 1.26 -0.49 1.06
H -1.96 -0.45 -0.95
H -0.95 -1.53 -0.03
H -1.92 -0.12 1.81
```

=====

[11]
The following is a DFT calculation (the ωB97M-V functional and the def2-TZVPD basis) of the ion C4H10NO2 with charge +1 at a distorted geometry.

The total energy is -9888.6386 eV. The charge is +1. The calculation puts the HOMO energy at -14.3306 eV. The calculation puts the LUMO energy at -3.710 eV. The SMILES is C[C@@H]([NH3+])CC(=O)O. The spin multiplicity is 1. As for the relative energy (zero: lowest compared OMol25 entry of this formula, charge and spin): 0.949 eV.

Geometry as XYZ:
```
17
C4H10NO2 (the ωB97M-V functional and the def2-TZVPD basis)
C -0.43 -0.19 1.38
C 0.60 0.21 0.29
N 1.79 -0.76 0.49
C 0.12 0.08 -1.14
C -1.42 0.34 -1.27
O -2.20 -0.57 -1.36
O -1.71 1.63 -1.13
H 0.12 -0.45 2.30
H -0.97 0.68 1.75
H -1.11 -1.00 1.14
H 0.92 1.20 0.60
H 1.87 -1.42 -0.27
H 2.63 -0.20 0.51
H 1.72 -1.25 1.39
H 0.58 0.76 -1.87
H 0.11 -0.93 -1.54
H -2.62 1.88 -1.28
```

=====

[12]
The following is a DFT calculation (the ωB97M-V functional and the def2-TZVPD basis) of a cluster of 2 separate species, C4H10NO2 in total at a distorted geometry.

The total energy is -9885.1940 eV. The charge is +1. The calculation puts the HOMO energy at -14.6646 eV. The calculation puts the LUMO energy at -5.061 eV. The spin multiplicity is 1. As for the relative energy (zero: lowest compared OMol25 entry of this formula, charge and spin): 4.394 eV.

Geometry as XYZ:
```
17
C4H10NO2 (the ωB97M-V functional and the def2-TZVPD basis)
C -2.88 -0.69 -0.08
C -1.11 1.28 0.03
C 3.36 -0.91 0.02
C -1.53 -0.14 -0.09
N 2.20 -0.40 0.11
O 2.01 1.05 -0.07
O -0.49 -0.91 -0.07
H -3.53 -0.43 -0.95
H -2.75 -1.81 0.11
H -3.46 -0.46 0.81
H -0.44 1.51 -0.81
H -0.39 1.32 0.99
H -1.85 2.11 0.18
H 0.33 -0.51 -0.15
H 3.25 -1.96 -0.02
H 4.34 -0.39 -0.01
H 2.92 1.36 0.00
```

=====

[13]
The following is a DFT calculation (the ωB97M-V functional and the def2-TZVPD basis) of the ion C4H10NO2 with charge +1 at a distorted geometry.

The total energy is -9888.7852 eV. The charge is +1. The calculation puts the HOMO energy at -14.4892 eV. The calculation puts the LUMO energy at -3.824 eV. The SMILES is C[C@H]([NH3+])CC(=O)O. The spin multiplicity is 1. As for the relative energy (zero: lowest compared OMol25 entry of this formula, charge and spin): 0.803 eV.

Geometry as XYZ:
```
17
C4H10NO2 (the ωB97M-V functional and the def2-TZVPD basis)
C -1.29 0.22 -0.99
C -0.28 0.44 0.13
N 0.00 1.97 0.15
C 1.02 -0.34 0.01
C 0.69 -1.80 0.28
O 0.61 -2.63 -0.57
O 0.51 -2.06 1.60
H -2.13 0.90 -0.85
H -1.54 -0.83 -1.06
H -0.78 0.33 -1.94
H -0.77 0.28 1.09
H 0.59 2.17 0.96
H -0.90 2.37 0.39
H 0.39 2.29 -0.73
H 1.70 0.00 0.78
H 1.37 -0.34 -1.02
H 0.83 -2.96 1.75
```

=====

[14]
The following is a DFT calculation (the ωB97M-V functional and the def2-TZVPD basis) of a cluster of 2 separate species, C4H10NO2 in total at a distorted geometry.

The total energy is -9877.0287 eV. The charge is +1. The calculation puts the HOMO energy at -13.6675 eV. The calculation puts the LUMO energy at -8.813 eV. The spin multiplicity is 1. As for the relative energy (zero: lowest compared OMol25 entry of this formula, charge and spin): 12.559 eV.

Geometry as XYZ:
```
17
C4H10NO2 (the ωB97M-V functional and the def2-TZVPD basis)
C 1.05 0.83 -1.91
C 0.27 -0.49 -1.28
C -0.87 -0.17 -0.32
C -0.33 -0.32 1.11
O 0.06 -1.56 1.32
O -1.56 0.05 1.86
N 1.05 1.74 -0.82
H 0.46 1.21 -2.77
H 2.04 0.44 -2.17
H 0.24 -1.31 -1.91
H 1.14 -0.76 -0.42
H -1.08 0.93 -0.35
H -1.76 -0.91 -0.29
H 2.03 -1.02 -0.34
H -1.54 -0.57 2.57
H 1.81 2.38 -0.78
H 0.60 0.46 1.13
```